{
  "formula": "C27H33N4O3",
  "method": "ωB97M-V/def2-TZVPD",
  "e_tot_ha": -1493.098275,
  "e_above_lowest_kcal_mol": 0.00,
  "gap_ha": 0.197,
  "lumo_energy_ev": -3.7548,
  "multiplicity": 1,
  "charge": 1,
  "symbols": ["C", "N", "C", "C", "N", "C", "C", "C", "H", "H", "H", "H", "H", "H", "H", "H", "H", "H", "H", "H", "C", "O", "C", "C", "C", "C", "C", "O", "C", "C", "N", "C", "C", "C", "C", "C", "C", "C", "C", "C", "C", "O", "N", "C", "C", "C", "H", "H", "H", "H", "H", "H", "H", "H", "H", "H", "H", "H", "H", "H", "H", "H", "H", "H", "H", "H", "H"],
  "xyz": [[0.309, -1.300, 3.837], [-1.014, -1.323, 3.298], [-1.675, -2.532, 2.886], [-2.991, -2.035, 2.294], [-2.905, -0.608, 2.436], [-3.950, 0.285, 2.045], [-1.711, -0.199, 2.957], [-1.290, 1.116, 3.108], [0.393, -0.488, 4.563], [0.520, -2.250, 4.340], [1.075, -1.150, 3.061], [-1.086, -3.088, 2.142], [-1.848, -3.212, 3.733], [-3.094, -2.321, 1.236], [-3.851, -2.461, 2.827], [-3.511, 1.210, 1.664], [-4.563, -0.179, 1.265], [-4.617, 0.546, 2.881], [-2.018, 1.901, 2.939], [-0.345, 1.289, 3.609], [-1.345, 0.059, -4.466], [-0.403, -0.440, -3.499], [-0.527, -1.719, -3.080], [-1.610, -2.579, -3.364], [-1.681, -3.807, -2.702], [-0.679, -4.243, -1.834], [0.451, -3.417, -1.640], [1.496, -3.684, -0.817], [1.560, -4.964, -0.160], [0.522, -2.179, -2.279], [1.692, -1.371, -2.082], [1.725, -0.070, -1.668], [0.591, 0.544, -0.979], [0.643, 2.000, -0.796], [0.091, 2.624, 0.279], [0.363, 4.017, 0.611], [0.093, 4.516, 1.911], [0.442, 5.814, 2.279], [1.053, 6.667, 1.347], [1.288, 6.211, 0.042], [0.941, 4.910, -0.330], [-0.354, -0.170, -0.587], [3.032, 0.290, -1.647], [3.608, 1.552, -1.224], [3.809, -0.748, -2.150], [2.982, -1.777, -2.411], [-0.923, 0.997, -4.825], [-1.466, -0.641, -5.303], [-2.321, 0.232, -3.992], [-2.380, -2.277, -4.081], [-2.539, -4.455, -2.885], [-0.754, -5.203, -1.311], [2.517, -4.964, 0.361], [0.732, -5.079, 0.552], [1.522, -5.781, -0.893], [1.115, 2.549, -1.612], [-0.531, 2.056, 0.978], [-0.406, 3.854, 2.622], [0.230, 6.170, 3.291], [1.331, 7.682, 1.629], [1.740, 6.877, -0.697], [1.095, 4.576, -1.357], [4.684, 1.388, -1.109], [3.468, 2.337, -1.979], [3.188, 1.887, -0.270], [4.883, -0.676, -2.222], [3.202, -2.766, -2.772]]
}